Entry 1:
ORCA calculation (ωB97M-V with the def2-TZVPD basis set) on a molecular structure, C19H13Co2FO10S at a distorted geometry.

## Properties
Net charge = 0
LUMO = -0.102 Eh
Relative energy (zero: lowest compared OMol25 entry of this formula, charge and spin) = 0.0 kJ/mol
HOMO energy = -0.29452 Ha
M = 570.23 g/mol

Each line ends with the natural charge from an NBO analysis.
Geometry (Å):
C  -1.15170  0.23620  4.47664  -0.627
C  -1.20805  1.56610  3.78111  -0.079
O  -0.54964  1.38038  2.50375  -0.496
C  -0.85259  2.38290  1.64172  0.684
C  -0.14413  2.06689  0.32977  -0.006
F  -0.46344  2.93064  -0.63795  -0.323
S  1.68521  2.01739  0.65026  2.092
C  2.43101  2.65248  -0.84383  -0.249
C  2.01180  2.18118  -2.08765  -0.203
C  2.54030  2.76520  -3.24329  -0.210
C  3.50729  3.77345  -3.14545  -0.182
C  3.94910  4.20270  -1.88883  -0.209
C  3.40892  3.64159  -0.72974  -0.203
O  1.98619  2.95988  1.69984  -0.915
O  1.99051  0.60704  0.77590  -0.927
O  -1.58545  3.32311  1.86445  -0.551
H  -1.66886  0.29687  5.43399  0.219
H  -1.63581  -0.54291  3.87860  0.213
H  -0.11675  -0.05953  4.66920  0.222
H  -2.24116  1.89648  3.61300  0.201
H  -0.65410  2.34221  4.32688  0.200
H  1.28293  1.37279  -2.15388  0.228
H  2.19099  2.42227  -4.22012  0.224
H  3.92589  4.21716  -4.05331  0.223
H  4.71383  4.97647  -1.79787  0.225
H  3.71522  3.97883  0.25955  0.249
O  -2.40384  -4.84745  2.64238  -0.477
C  -2.05891  -4.64299  1.55862  0.606
Co  -1.56066  -4.39307  -0.10699  -0.036
C  0.20758  -4.37482  0.08325  0.474
O  1.35681  -4.39482  0.17652  -0.480
C  -1.98712  -6.06906  -0.46538  0.521
O  -2.25371  -7.16146  -0.71825  -0.474
C  -2.34869  -2.47951  -0.12257  -0.496
C  -1.64268  -1.31894  -0.31166  -0.028
C  -1.23759  -0.09699  0.11618  -0.306
Co  -1.48751  -2.43679  -1.71528  -0.039
C  0.16403  -1.88778  -1.98959  0.570
O  1.21764  -1.45519  -2.20418  -0.466
C  -2.25783  -1.79324  -3.19272  0.591
O  -2.77276  -1.40038  -4.14461  -0.459
C  -1.33363  -4.17999  -2.33077  0.444
O  -1.17620  -4.92390  -3.21390  -0.502
H  -3.36998  -2.49980  0.28402  0.234
H  -0.15261  0.12072  0.09577  0.302
H  -1.96986  0.64771  0.45641  0.225

=====

Entry 2:
ORCA calculation (ωB97M-V with the def2-TZVPD basis set) on a molecular structure, C19H13N5O3Se3Te2Y at a distorted geometry.

## Properties
Net charge = -1
LUMO = -0.014 Eh
Relative energy (zero: lowest compared OMol25 entry of this formula, charge and spin) = 153.5 kJ/mol
HOMO energy = -0.11499 Ha
M = 940.33 g/mol

Each line ends with the natural charge from an NBO analysis.
Geometry (Å):
Y  0.94729  -0.16013  -1.57572  1.617
O  -3.77234  0.39193  1.59214  -0.715
C  -4.08794  1.00579  0.43693  0.429
C  -5.26770  1.74993  0.39649  -0.315
C  -5.64506  2.39946  -0.76317  -0.182
C  -4.85797  2.32335  -1.90902  -0.276
C  -3.68585  1.59132  -1.86978  -0.140
C  -3.28090  0.93129  -0.71036  -0.240
C  -1.99196  0.18771  -0.74403  0.618
O  -1.28575  0.22452  -1.79963  -0.788
N  -1.65336  -0.45947  0.35907  -0.505
N  -0.41607  -1.08446  0.20784  -0.369
C  -0.08134  -1.88364  1.14548  0.133
C  1.17363  -2.63742  1.19903  -0.216
C  1.41097  -3.38867  2.35462  -0.152
C  2.56098  -4.12971  2.52890  -0.298
C  3.51160  -4.12661  1.50470  -0.200
C  3.30510  -3.40446  0.35095  -0.253
C  2.13321  -2.63827  0.15083  0.388
O  1.99177  -1.95983  -0.94889  -0.840
H  -2.92388  -0.10303  1.42379  0.506
H  -5.87276  1.79543  1.29281  0.212
H  -6.56847  2.96675  -0.77690  0.201
H  -5.16179  2.82059  -2.82057  0.207
H  -3.05174  1.49488  -2.74190  0.242
H  -0.76480  -2.01478  1.98642  0.175
H  0.65387  -3.37678  3.13271  0.200
H  2.71832  -4.70275  3.43271  0.204
H  4.42240  -4.70452  1.61420  0.202
H  4.03040  -3.40308  -0.45310  0.215
Se  2.64304  0.46234  -3.76754  -0.732
Te  0.62484  -0.70404  -4.85159  0.097
Te  -0.25181  -2.84316  -3.27643  0.140
Se  -2.21225  -2.90247  -4.77071  -0.731
Se  0.44980  4.03478  -1.21751  1.099
N  1.63716  4.55607  -0.00808  -0.617
C  2.21001  3.46449  0.47271  0.131
C  3.24156  3.37021  1.46109  -0.151
C  3.68391  2.12760  1.78021  -0.255
C  3.14078  0.95608  1.15168  0.144
N  2.19637  0.98851  0.26112  -0.475
C  1.72856  2.23537  -0.08420  0.261
N  0.78711  2.32207  -0.99894  -0.666
H  3.64098  4.26576  1.91669  0.234
H  4.46474  1.98355  2.51407  0.232
H  3.52533  -0.02245  1.42088  0.228

=====

Entry 3:
ORCA calculation (ωB97M-V with the def2-TZVPD basis set) on a molecular structure, C19H14Cl5OPRe at a distorted geometry.

## Properties
Net charge = +2
Multiplicity = 4
LUMO (spin up / spin down) = -0.343 / -0.333 Eh
HOMO energy (spin up / spin down) = -0.54048 / -0.54126 Ha
M = 652.77 g/mol

Each line ends with the natural charge from an NBO analysis.
Geometry (Å):
Re  -1.53137  0.38868  0.78944  1.149
Cl  -4.06667  -4.00262  5.26984  0.126
C  -3.58257  -3.16422  3.81064  -0.081
C  -2.88237  -1.95142  3.89204  -0.043
Cl  -2.51507  -1.31522  5.48934  0.113
C  -2.48037  -1.25502  2.71114  -0.207
Cl  -1.57727  0.30918  3.08904  0.181
C  -2.78417  -1.78122  1.36314  0.281
O  -2.48527  -1.26362  0.21194  -0.611
C  -3.50677  -3.03282  1.38344  -0.090
Cl  -3.94597  -3.79362  -0.15866  0.103
C  -3.89597  -3.70692  2.56314  -0.012
Cl  -4.77047  -5.22152  2.47724  0.141
C  1.63653  1.05268  1.44114  -0.949
P  0.74423  0.38868  -0.01556  1.038
C  2.13003  -0.33432  -0.95966  -0.285
C  2.78823  -1.45412  -0.42076  -0.208
C  3.84803  -2.06702  -1.09576  -0.189
C  4.26713  -1.57282  -2.32666  -0.130
C  3.62233  -0.47222  -2.88286  -0.187
C  2.55953  0.13798  -2.20756  -0.205
C  0.26523  1.86418  -0.96046  -0.316
C  -0.84307  1.76428  -1.81866  -0.241
C  -1.27037  2.85748  -2.57716  -0.185
C  -0.59637  4.07148  -2.48816  -0.128
C  0.50383  4.19028  -1.64346  -0.164
C  0.93153  3.09508  -0.88556  -0.214
H  2.54333  1.60078  1.16934  0.292
H  1.93463  0.23518  2.10524  0.277
H  0.98963  1.72118  2.01754  0.246
H  2.47513  -1.87142  0.53454  0.219
H  4.33963  -2.93282  -0.66046  0.249
H  5.08923  -2.04812  -2.85486  0.250
H  3.94003  -0.08612  -3.84806  0.250
H  2.07803  0.98658  -2.68596  0.231
H  -1.38707  0.82518  -1.90766  0.228
H  -2.12917  2.75698  -3.23536  0.254
H  -0.92727  4.92298  -3.07666  0.257
H  1.03433  5.13648  -1.57346  0.256
H  1.80153  3.22498  -0.24886  0.237
H  -2.34437  1.79678  0.21424  0.064